C4H9NO3S | ωB97M-V/def2-TZVPD

CARTESIAN COORDINATES (ANGSTROEM)
C: -3.2807 -1.7465 -1.1216
C: -2.3215 -0.9015 -0.7818
C: 1.5117 -0.6074 1.9650
C: -2.1094 0.3245 -1.4502
N: 2.4414 1.9175 -0.9602
O: 3.2549 1.6621 1.2559
O: 1.8256 -0.2148 0.5841
O: -1.3042 1.1621 -1.0833
S: 1.9007 1.4481 0.4039
H: -3.2902 -2.6469 -0.5635
H: -3.9547 -1.4617 -2.0434
H: -1.6392 -1.1127 0.1544
H: 1.3546 -1.7518 1.9685
H: 0.6285 -0.1865 2.2970
H: 2.2920 -0.1022 2.6807
H: -2.8890 0.4421 -2.2468
H: 3.9152 1.9279 0.6640
H: 1.6641 1.8479 -1.7226

Output
- energy above the lowest of the compared OMol25 structures with the same formula, charge and spin (eV) = 3.700
- HOMO-LUMO gap (eV) = 8.92
- E_HOMO (eV) = -9.009
- electronic energy (eV) = -22757.6913
- LUMO energy (eV) = -0.087

These are the Mulliken partial charges, in e, on atoms 1 to 2: -0.689, 0.359

=====

C8H21NO11SZn | ωB97M-V/def2-TZVPD

CARTESIAN COORDINATES (ANGSTROEM)
Zn: -0.4375 1.1778 0.4669
S: -2.6078 1.8932 1.6200
O: -1.3470 1.3538 2.0944
O: -3.5527 0.8791 1.8437
O: -2.9959 3.1308 2.3285
O: -2.2530 2.1908 0.2190
O: 0.3213 1.2194 -1.4731
C: 1.6424 1.8228 -1.3773
C: 1.9053 2.6475 -0.0485
O: 1.3817 2.0697 1.1960
H: 1.8530 2.4164 -2.2669
H: 2.4220 1.0695 -1.4908
H: 1.5280 3.6463 -0.2681
H: 2.9803 2.7405 0.1059
C: 3.0539 -0.6306 2.6626
C: 1.7099 -1.4431 2.5693
O: 1.0409 -1.2787 3.7966
O: 3.0271 0.7927 2.9098
H: 3.5732 -0.8350 1.7263
H: 3.6071 -1.1307 3.4575
H: 1.8439 -2.4965 2.3233
H: 1.0062 -0.8969 1.9413
H: 0.8909 -0.3387 3.9216
H: 2.4072 1.2652 2.3495
C: -0.4646 -0.0630 -4.6028
C: -1.7255 -0.3704 -3.7790
O: -1.4117 -0.7477 -2.4305
O: 0.0458 1.1761 -4.2447
H: -0.7294 -0.2057 -5.6505
H: 0.3573 -0.7714 -4.4990
H: -2.4164 -1.0055 -4.3334
H: -2.2613 0.5789 -3.7772
H: -0.8601 -0.0716 -2.0302
H: 0.2318 1.1814 -3.3029
O: -0.7624 -0.8161 0.4210
C: -1.4461 -1.8037 0.7050
N: -2.5926 -1.6352 1.3705
C: -0.8490 -3.1418 0.6100
H: -3.0664 -2.4135 1.8060
H: -3.0436 -0.7340 1.4377
H: 0.2170 -3.1145 0.3843
H: -1.2175 -3.6787 -0.2642
H: -1.0057 -3.6287 1.5725

Output
- energy above the lowest of the compared OMol25 structures with the same formula, charge and spin (eV) = 1.888
- HOMO-LUMO gap (eV) = 6.83
- E_HOMO (eV) = -1.993
- electronic energy (eV) = -91903.5100
- LUMO energy (eV) = 4.837
- net charge = -2

These are the Mulliken partial charges, in e, on atoms 1 to 2: 0.816, 1.312

=====

C7H10 | ωB97M-V/def2-TZVPD

CARTESIAN COORDINATES (ANGSTROEM)
C: 1.2355 0.8200 0.7669
C: 0.6598 0.0862 -0.4308
C: -0.2108 -1.1321 -0.2745
C: -0.7359 -1.4787 1.1084
C: -1.0582 -0.2983 -1.1860
C: -0.7333 1.0465 -0.9827
C: -0.8871 2.3235 -1.0841
H: 2.0717 0.2351 1.1737
H: 1.6131 1.8020 0.4652
H: 0.4953 0.9651 1.5572
H: 1.3650 0.0046 -1.2568
H: 0.1984 -2.0101 -0.7831
H: -1.4694 -2.2883 1.0398
H: 0.0805 -1.8102 1.7605
H: -1.2282 -0.6167 1.5690
H: -1.3428 -0.6519 -2.1823
H: -0.0536 3.0033 -1.2605

Output
- energy above the lowest of the compared OMol25 structures with the same formula, charge and spin (eV) = 5.389
- HOMO-LUMO gap (alpha / beta) (eV) = 7.34 / 7.34
- E_HOMO (alpha / beta) (eV) = -7.450 / -7.449
- electronic energy (eV) = -7415.6456
- LUMO energy (alpha / beta) (eV) = -0.110 / -0.111

These are the Mulliken partial charges, in e, on atoms 1 to 2: -1.377, 0.180

=====

C10H10ClFN4S | ωB97M-V/def2-TZVPD

CARTESIAN COORDINATES (ANGSTROEM)
F: -4.7651 -2.8490 0.5192
C: -3.6025 -2.1114 0.1619
C: -3.0581 -1.2188 1.1236
C: -2.1390 -0.2493 0.7705
C: -1.5005 -0.3566 -0.4632
N: -0.4522 0.5587 -0.8496
C: 0.9961 0.2421 -0.5193
N: 1.8368 0.9706 -1.5521
N: 2.3397 2.1383 -0.9463
C: 2.5365 1.9035 0.4418
S: 4.1449 1.2874 0.8005
C: 3.3908 0.1477 1.7927
N: 2.0893 0.0648 1.7978
C: 1.4570 0.8470 0.8346
C: -2.0085 -1.3334 -1.4328
C: -2.9498 -2.3038 -1.0925
Cl: -3.4036 -3.6175 -2.1657
H: -3.5035 -1.2924 2.1293
H: -1.7027 0.4980 1.4001
H: -0.6379 1.4504 -0.3863
H: 1.3111 -0.8547 -0.6771
H: 1.2560 1.1724 -2.3561
H: 3.1907 2.4742 -1.3682
H: 2.3608 2.7699 0.9838
H: 3.9556 -0.5188 2.3514
H: 0.5458 1.4479 1.1544
H: -1.6877 -1.2671 -2.4525

Output
- energy above the lowest of the compared OMol25 structures with the same formula, charge and spin (eV) = 1.378
- HOMO-LUMO gap (eV) = 8.61
- E_HOMO (eV) = -8.027
- electronic energy (eV) = -42564.5916
- SMILES = Fc1ccc(N[C@H]2NN[C@@H]3SC=N[C@H]23)cc1Cl
- LUMO energy (eV) = 0.585

These are the Mulliken partial charges, in e, on atoms 1 to 2: -0.283, 0.422

=====

C5H8O2 | ωB97M-V/def2-TZVPD

CARTESIAN COORDINATES (ANGSTROEM)
C: -2.2083 -0.0771 -0.7550
C: -0.9299 -0.5586 -0.0747
C: 0.2172 0.4467 -0.2694
C: 1.3699 0.3452 0.5357
O: 1.1444 0.7579 1.7336
C: 2.7535 -0.0922 0.1600
O: 3.1449 -0.0675 -0.9817
H: -2.5517 0.8734 -0.3345
H: -3.0096 -0.8151 -0.6451
H: -2.0402 0.0743 -1.8275
H: -0.6398 -1.5204 -0.5216
H: -1.1170 -0.7515 0.9887
H: 0.3974 0.6619 -1.3240
H: 0.1236 1.1210 1.0903
H: 3.3788 -0.4403 1.0039

Output
- energy above the lowest of the compared OMol25 structures with the same formula, charge and spin (eV) = 4.002
- HOMO-LUMO gap (alpha / beta) (eV) = 7.97 / 7.97
- E_HOMO (alpha / beta) (eV) = -8.834 / -8.834
- electronic energy (eV) = -9405.8298
- LUMO energy (alpha / beta) (eV) = -0.863 / -0.863

These are the Mulliken partial charges, in e, on atoms 1 to 2: -1.144, -0.179

=====

C24H34IN4O2SZr | ωB97M-V/def2-TZVPD

CARTESIAN COORDINATES (ANGSTROEM)
Zr: -0.2274 0.3022 2.0825
C: 4.0351 -1.7948 1.6780
C: 2.8965 -2.5137 2.3272
N: 3.1062 -3.7219 2.8348
C: 2.0853 -4.3563 3.4089
C: 0.8072 -3.8371 3.5622
C: -0.2504 -4.6668 4.2458
O: -0.9118 -3.9887 5.3091
C: 0.5693 -2.5555 3.0486
C: -0.7025 -1.7719 3.3020
N: -1.4403 -1.3206 2.0205
C: -2.8139 -1.5774 1.9949
C: -3.3495 -2.8302 2.3029
C: -4.7147 -3.0510 2.2692
C: -5.5912 -2.0360 1.9118
C: -5.0924 -0.7826 1.5979
C: -3.7239 -0.5737 1.6579
I: -2.9580 1.3142 1.2566
C: 1.6257 -1.9431 2.3893
O: 1.4132 -0.7068 1.8421
H: 4.9250 -2.4151 1.7382
H: 4.2301 -0.8354 2.1599
H: 3.8161 -1.5845 0.6292
H: 2.3054 -5.3444 3.7999
H: 0.2028 -5.5952 4.6030
H: -1.0329 -4.9566 3.5407
H: -0.3220 -3.9630 6.0696
H: -1.3991 -2.3879 3.8594
H: -2.6789 -3.6402 2.5561
H: -5.0972 -4.0320 2.5154
H: -6.6566 -2.2144 1.8833
H: -5.7609 0.0243 1.3313
C: -0.4116 -0.4671 4.1227
H: 0.4614 -0.5310 4.7696
H: -1.3009 -0.2066 4.6993
C: -0.5726 4.8031 -5.9264
C: -1.3401 3.9595 -4.9203
C: -0.6604 3.9278 -3.5576
C: -1.4423 3.0949 -2.5508
N: -0.8410 3.0679 -1.2196
C: 0.1437 2.2579 -0.8349
S: 0.7635 2.4397 0.7836
N: 0.6414 1.3691 -1.6774
C: 1.7898 0.4797 -1.4500
C: 3.1274 1.1666 -1.7023
C: 3.2111 1.9124 -3.0318
C: 2.9650 1.0301 -4.2484
H: -1.0694 4.8191 -6.8952
H: 0.4357 4.4140 -6.0797
H: -0.4789 5.8353 -5.5859
H: -1.4456 2.9375 -5.2981
H: -2.3577 4.3447 -4.8085
H: -0.5420 4.9433 -3.1699
H: 0.3541 3.5267 -3.6625
H: -1.5564 2.0619 -2.8926
H: -2.4595 3.4706 -2.4342
H: -1.0527 3.8070 -0.5676
H: 0.3306 1.4341 -2.6359
H: 1.6403 -0.3621 -2.1259
H: 1.7365 0.0922 -0.4347
H: 3.8882 0.3808 -1.6714
H: 3.3470 1.8421 -0.8734
H: 4.1951 2.3772 -3.1070
H: 2.5027 2.7478 -3.0271
H: 3.6455 0.1770 -4.2610
H: 3.1086 1.5793 -5.1781
H: 1.9494 0.6239 -4.2750

Output
- energy above the lowest of the compared OMol25 structures with the same formula, charge and spin (eV) = 0.000
- HOMO-LUMO gap (eV) = 8.05
- E_HOMO (eV) = -11.020
- electronic energy (eV) = -55708.0785
- LUMO energy (eV) = -2.973
- net charge = +1

These are the Mulliken partial charges, in e, on atoms 1 to 2: 1.145, -1.112